40
Properties=species:S:1:pos:R:3 method="wB97M-V/def2-TZVPD" spin_multiplicity=1 de_lowest_kj_mol=192.5 total_charge=-1 homo_ev="-3.62 / -3.62" lumo_energy_ev="0.6 / 0.6" homo_lumo_gap_ev="4.224 / 4.236" total_energy_ha=-5939.03406
Ru -0.462 0.377 0.821
S -1.097 -1.185 -3.348
As -0.173 0.331 -2.188
S 1.164 -0.541 -0.639
S -1.588 1.470 -0.949
S 0.879 1.563 -3.544
C -1.001 -4.768 1.465
N -1.368 -3.376 1.446
C -1.667 -2.637 0.343
N -1.727 -3.265 -0.853
O -1.986 -1.450 0.466
H -1.161 -5.152 2.472
H 0.047 -4.929 1.187
H -1.638 -5.331 0.781
H -1.150 -2.827 2.266
H -1.194 -4.104 -0.989
H -1.782 -2.650 -1.668
Cl -2.337 0.864 2.480
C -1.576 0.105 3.839
C -2.161 0.076 5.079
C -1.510 -0.560 6.131
C -0.269 -1.151 5.919
C 0.323 -1.104 4.684
Cl 1.883 -1.806 4.445
C -0.295 -0.483 3.553
N 0.236 -0.441 2.373
H -3.129 0.532 5.221
H -1.961 -0.592 7.107
H 0.247 -1.650 6.723
I -1.688 4.715 4.066
C -0.119 3.575 3.230
C 1.000 3.271 3.987
C 1.981 2.484 3.391
C 1.782 2.014 2.110
N 0.684 2.301 1.394
C -0.229 3.123 1.934
H 1.110 3.634 4.996
H 2.874 2.239 3.942
H 2.503 1.376 1.614
H -1.062 3.408 1.296

---

36
Properties=species:S:1:pos:R:3 method="wB97M-V/def2-TZVPD" spin_multiplicity=1 de_lowest_kj_mol=0.0 total_charge=0 homo_ev=-9.31 lumo_energy_ev=-2.3 homo_lumo_gap_ev=7.001 total_energy_ha=-3794.27155
Au 0.317 0.855 0.128
O -1.940 0.959 0.103
C -2.127 2.088 -0.765
C -1.297 3.249 -0.257
N 0.136 2.859 -0.090
C 0.681 3.477 1.152
C 0.007 2.847 2.408
O 0.066 3.481 3.438
O -0.560 1.710 2.196
C 0.964 3.139 -1.289
C 2.247 2.298 -1.252
O 3.253 2.638 -1.800
O 2.147 1.150 -0.578
H -2.086 1.225 1.032
H -1.824 1.744 -1.755
H -3.180 2.370 -0.809
H -1.362 4.123 -0.908
H -1.665 3.533 0.727
H 1.758 3.314 1.181
H 0.483 4.550 1.133
H 0.398 2.853 -2.178
H 1.209 4.199 -1.353
Br 0.464 -7.866 0.547
C 0.314 -6.003 0.253
C 0.939 -5.127 1.126
C 0.829 -3.764 0.905
C 0.098 -3.288 -0.176
C -0.526 -4.182 -1.040
C -0.419 -5.546 -0.832
C -0.057 -1.831 -0.444
O -0.790 -1.374 -1.298
O 0.704 -1.067 0.328
H 1.502 -5.507 1.966
H 1.313 -3.066 1.573
H -1.094 -3.793 -1.874
H -0.899 -6.248 -1.499

---

38
Properties=species:S:1:pos:R:3 method="wB97M-V/def2-TZVPD" spin_multiplicity=1 de_lowest_kj_mol=5.5 total_charge=-1 homo_ev=-5.30 lumo_energy_ev=2.4 homo_lumo_gap_ev=7.677 total_energy_ha=-4352.04624
K 2.867 0.852 -1.513
C -3.498 0.707 4.480
C -2.268 0.405 3.667
C -2.030 1.054 2.458
C -0.902 0.768 1.706
C 0.007 -0.176 2.157
C -0.216 -0.838 3.354
C -1.347 -0.544 4.101
S 1.472 -0.518 1.194
O 2.064 -1.696 1.795
O 2.260 0.699 1.241
N 1.023 -0.675 -0.292
C 0.471 -1.815 -0.825
C -0.144 -2.835 -0.068
C -0.719 -3.899 -0.725
C -0.679 -3.953 -2.116
C -0.046 -2.916 -2.773
N 0.518 -1.874 -2.165
H -4.002 1.602 4.116
H -3.243 0.865 5.529
H -4.211 -0.119 4.437
H -2.738 1.794 2.102
H -0.728 1.269 0.762
H 0.504 -1.575 3.684
H -1.517 -1.062 5.039
H -0.148 -2.781 1.010
H -1.200 -4.687 -0.157
H -1.119 -4.771 -2.670
H 0.023 -2.918 -3.857
Cl -1.080 4.534 -4.111
C 0.371 3.595 -3.726
Cl 0.117 2.576 -2.296
H 1.197 4.270 -3.541
H 0.593 2.940 -4.560
Cl 5.118 2.285 -6.073
Si 3.877 2.555 -4.338
Cl 3.926 4.731 -4.225
Cl 5.425 2.153 -2.799